# 1
Entry from OMol25: a cluster of 6 separate species, C23H56N2O6 in total at a distorted geometry (the ωB97M-V functional and the def2-TZVPD basis).

Structure (XYZ):
```
87
Properties=species:S:1:pos:R:3:forces:R:3:lowdin_charge:R:1
C -2.75506 -2.97084 -2.60164 0.3 0.0 -2.8 -0.012
C -1.25865 -3.22010 -2.93162 -0.9 -2.5 -0.4 -0.486
C -1.19811 -3.84879 -4.35636 -0.5 -1.4 1.1 -0.146
C 0.17121 -3.92655 -4.90905 1.8 -0.2 0.2 -0.204
C 0.77222 -2.54020 -4.97878 -0.2 0.8 1.2 -0.125
C 0.77040 -1.85087 -3.59722 0.9 1.3 0.1 -0.454
N -0.57794 -1.97887 -3.00337 -0.2 2.2 0.5 -0.100
O -0.53791 -1.53196 -1.64435 -0.2 1.4 0.3 -0.052
C 1.86154 -2.40800 -2.66883 -0.5 -1.2 -0.5 -0.028
C 1.08733 -0.26735 -3.80831 0.6 -3.1 -0.1 0.002
C -0.64424 -4.27109 -1.89922 -0.8 1.0 -1.0 0.003
H -2.94920 -2.38141 -1.77136 0.0 1.2 1.7 0.058
H -3.34910 -3.85077 -2.50242 0.0 -1.1 0.2 0.074
H -3.23386 -2.47901 -3.48505 0.4 0.0 0.6 0.088
H -1.51064 -4.89397 -4.23360 -0.5 0.2 0.0 0.127
H -1.85087 -3.40433 -5.08528 -0.6 0.6 -0.1 0.112
H 0.21773 -4.35453 -5.89039 -0.4 -0.3 -0.7 0.108
H 0.76029 -4.65052 -4.30870 0.0 0.6 -0.1 0.116
H 0.11174 -1.90500 -5.58163 0.3 -0.2 -0.4 0.109
H 1.80480 -2.48875 -5.32331 -0.1 -0.1 -0.4 0.127
H 2.00060 -3.50470 -2.82649 -0.1 0.8 0.4 0.086
H 2.81097 -1.95821 -2.79425 1.1 0.6 -0.8 0.065
H 1.64413 -2.16384 -1.64928 -0.5 -0.3 0.7 0.075
H 2.09759 -0.23038 -4.26229 -0.5 0.2 0.3 0.091
H 0.39393 0.11325 -4.52823 -0.6 0.6 -0.1 0.059
H 1.09799 0.19156 -2.83571 -0.1 0.5 0.0 0.042
H -1.31833 -5.13176 -1.85712 0.4 -0.1 -0.2 0.085
H -0.61653 -3.85544 -0.90785 0.1 0.3 0.4 0.073
H 0.36451 -4.50333 -2.21986 -0.1 -0.5 0.2 0.049
H -0.98834 -0.64278 -1.55236 0.5 -1.1 -0.2 0.095
C 3.35605 0.69933 5.29043 0.6 -2.3 -0.1 -0.040
C 2.40783 1.34919 6.24110 -2.1 -0.6 -0.1 -0.512
C 1.71968 2.52621 5.52942 -0.2 0.0 0.5 -0.134
C 0.70586 2.11981 4.45435 0.9 0.8 -0.6 -0.176
C -0.34988 1.28512 5.08222 -0.5 -0.1 0.4 -0.175
C 0.17015 0.04732 5.76166 -0.2 -0.7 0.6 -0.511
N 1.26343 0.43184 6.67304 0.6 -0.6 0.4 -0.049
O 1.78710 -0.85778 7.11159 0.5 0.7 -0.7 -0.046
C -0.98589 -0.52403 6.65002 0.9 -0.5 -0.1 -0.030
C 0.56199 -1.01104 4.68372 0.0 -0.6 -0.2 -0.031
C 3.12099 1.82670 7.51309 -0.5 1.4 -1.0 -0.028
H 3.96744 -0.01856 5.85445 0.2 0.3 -0.2 0.090
H 3.96733 1.36006 4.73192 0.9 1.1 -0.1 0.077
H 2.94072 0.07107 4.49177 -0.6 0.3 0.4 0.075
H 1.10766 3.00557 6.25884 -0.6 0.5 1.0 0.103
H 2.46352 3.30719 5.32695 0.0 -0.4 -0.7 0.124
H 1.14668 1.55852 3.64428 0.4 -0.1 -0.4 0.093
H 0.26004 3.01902 4.00375 0.1 -0.2 0.1 0.122
H -1.06632 0.92121 4.37227 -0.5 0.1 -0.6 0.121
H -0.88792 1.89655 5.79379 -0.3 0.1 0.4 0.122
H -1.78292 -0.71926 5.96301 -0.7 -0.3 -0.4 0.064
H -0.70565 -1.48866 7.13265 -0.1 0.7 -0.3 0.089
H -1.38473 0.16823 7.40060 0.5 0.1 -0.1 0.083
H -0.28009 -1.56348 4.22095 0.0 0.5 0.6 0.090
H 1.05355 -0.55526 3.82944 0.2 0.2 0.0 0.052
H 1.24012 -1.79028 5.06104 -0.2 0.4 0.1 0.083
H 3.82664 1.11266 7.87599 0.2 -0.7 0.5 0.064
H 2.42101 2.21003 8.29535 0.6 -0.5 -0.7 0.102
H 3.72959 2.66160 7.12450 0.0 0.0 0.6 0.087
H 1.70882 -0.84432 8.05783 -0.1 0.2 0.7 0.089
C -3.09333 3.73891 -1.20154 0.0 -1.1 1.0 -0.086
C -3.01127 3.20559 -2.56533 -0.9 -1.8 -2.7 -0.287
O -1.74193 2.53220 -2.81543 -0.1 0.2 0.1 -0.139
H -2.11323 4.05291 -0.92810 0.8 0.7 0.3 0.075
H -3.31739 2.93338 -0.51203 -0.2 -0.1 0.3 0.079
H -3.80331 4.53172 -1.08487 -0.4 0.4 0.0 0.076
H -3.20735 4.00472 -3.29411 0.6 -0.1 -0.1 0.113
H -3.75371 2.38903 -2.85563 0.3 1.2 0.9 0.131
H -1.96565 1.70044 -3.30326 0.1 0.5 0.2 0.047
C 1.90807 3.69859 -4.00944 -0.9 -0.5 -0.2 -0.149
O 0.56391 4.17896 -4.00665 0.7 0.6 -0.6 -0.132
H 1.89895 2.57104 -4.08594 0.4 1.1 -0.2 0.074
H 2.33979 4.20112 -4.89043 0.4 -0.6 0.5 0.083
H 2.40378 3.97747 -3.07335 0.3 0.0 -0.2 0.070
H 0.04081 3.61476 -3.46341 -0.9 -0.7 0.7 0.009
C 0.28169 1.17988 -0.29701 0.4 -0.1 2.4 -0.139
O -1.12213 1.04476 -0.44504 0.7 -0.6 0.5 -0.118
H 0.52640 0.66210 0.68667 0.0 1.0 -1.1 0.106
H 0.83371 0.67264 -1.05042 0.4 -0.6 -0.7 0.025
H 0.62963 2.23569 -0.31727 -0.4 -0.5 0.4 0.096
H -1.27813 1.57932 -1.20463 -1.1 1.0 -1.4 0.004
C -2.72662 0.07821 -5.28751 0.8 0.5 0.2 -0.106
O -2.69840 0.20616 -3.85772 0.6 -0.9 -0.2 -0.159
H -3.57926 -0.42828 -5.67972 -0.9 -0.8 0.2 0.065
H -2.83034 1.09191 -5.67422 0.6 0.0 -0.3 0.087
H -1.82720 -0.49154 -5.61031 -0.5 0.8 -0.2 0.081
H -2.01848 -0.45761 -3.58934 -0.5 0.2 0.2 0.056
```
Positions in Å, forces in eV/Å.

Summary:
- SMILES: CC1(C)CCCC(C)(C)N1O.CC1(C)CCCC(C)(C)N1O.CCO.CO.CO.CO
- E_HOMO: -8.57 eV
- 2S+1: 1

=====

# 2
Entry from OMol25: an isolated molecule of C7H6O at a distorted geometry (the ωB97M-V functional and the def2-TZVPD basis).

Structure (XYZ):
```
14
Properties=species:S:1:pos:R:3:forces:R:3:mulliken_spin:R:1
C -0.37749 1.46643 -1.20542 0.3 0.6 3.2 -0.018
C -0.24106 2.30627 -0.20320 -2.2 -1.5 -1.3 0.739
C 0.73656 -0.80194 -0.91124 -1.8 0.0 -0.8 0.023
C 0.47969 -1.09673 0.50926 0.7 -1.8 1.6 0.037
C 0.19355 0.24988 1.20958 -2.1 -1.5 0.2 0.005
C -0.36369 0.10778 -1.50972 0.7 -2.4 -4.5 0.688
C -0.84417 0.99703 0.38890 1.4 3.3 2.5 0.464
O 1.62186 -1.26213 -1.58130 -0.2 0.2 -0.1 0.057
H -0.46390 -1.80406 0.61789 1.9 1.4 -0.4 0.002
H 1.40601 -1.65146 0.89863 -1.5 0.7 -0.2 0.001
H -0.35972 -0.02487 2.14782 1.0 0.6 -0.4 0.016
H 1.06707 0.87638 1.36717 0.1 -0.3 0.2 -0.001
H -0.94604 -0.26937 -2.39559 1.1 0.3 0.6 0.017
H -1.90866 0.90678 0.66721 0.6 0.3 -0.5 -0.029
```
Positions in Å, forces in eV/Å.

Summary:
- Relative energy (zero: lowest compared OMol25 entry of this formula, charge and spin): 52.8 kcal/mol
- E_HOMO (alpha / beta): -6.55 / -9.43 eV
- 2S+1: 3

=====

# 3
Entry from OMol25: a structure of composition C31H17Cl5N4O5Ti (the ωB97M-V functional and the def2-TZVPD basis).

Structure (XYZ):
```
63
Properties=species:S:1:pos:R:3:forces:R:3:lowdin_charge:R:1
Ti 0.10881 -0.13429 -0.39939 0.0 0.3 0.3 1.122
O -0.16860 0.44654 -4.62855 0.0 0.0 0.0 0.004
C -0.24017 0.41673 -3.39449 -0.1 0.0 0.0 -0.457
N 0.61013 -0.06049 -2.48586 0.0 -0.1 0.0 0.028
C 1.71290 -0.86270 -2.82096 0.0 -0.1 0.0 -0.187
C 2.00387 -1.36477 -4.09124 0.0 0.1 0.0 -0.025
C 3.06898 -2.23733 -4.27295 0.0 0.0 0.0 -0.127
C 3.85175 -2.62105 -3.19487 0.0 0.0 0.0 -0.123
C 3.57757 -2.12054 -1.92976 0.0 0.0 0.0 -0.032
C 2.52203 -1.23835 -1.72891 0.0 -0.1 0.0 -0.207
N 2.16498 -0.72783 -0.45860 -0.2 0.0 -0.1 0.026
C 3.16215 -0.29750 0.33728 0.1 0.1 0.1 -0.469
O 4.37228 -0.28293 0.08612 0.0 0.0 0.0 0.012
C 2.74103 0.28161 1.66862 0.0 0.0 0.0 -0.213
C 3.24386 1.52590 2.04251 0.0 0.0 0.0 -0.022
C 2.84420 2.06523 3.24861 0.0 0.0 0.0 -0.074
C 1.99394 1.32725 4.06258 0.0 0.0 0.0 -0.078
C 1.57659 0.08509 3.61500 0.0 0.0 0.0 -0.148
N 1.93136 -0.43450 2.44020 0.0 0.0 0.0 0.134
C -1.47657 1.00072 -2.74233 0.0 0.0 0.0 -0.176
C -2.43782 1.66232 -3.48793 0.0 0.0 0.0 -0.005
C -3.54397 2.17915 -2.83550 0.0 0.0 0.0 -0.070
C -3.65156 2.02510 -1.46109 0.0 0.0 0.0 -0.054
C -2.64920 1.34866 -0.78732 0.0 0.0 0.0 -0.083
N -1.59773 0.83917 -1.42492 0.1 -0.1 0.1 0.055
H 1.38640 -1.06320 -4.92202 0.0 0.0 0.0 0.086
H 3.27887 -2.62183 -5.26531 0.0 0.0 0.0 0.081
H 4.67911 -3.30837 -3.33352 0.0 0.0 0.0 0.082
H 4.18605 -2.40037 -1.08263 0.0 0.0 0.0 0.104
H 3.90126 2.05240 1.36528 0.0 0.0 0.0 0.113
H 3.16834 3.05601 3.54436 0.0 0.0 0.0 0.103
H 1.63358 1.71915 5.00480 0.0 0.0 0.0 0.096
H 0.90414 -0.51919 4.21528 0.0 0.0 0.0 0.105
H -2.28235 1.74897 -4.55382 0.0 0.0 0.0 0.111
H -4.31268 2.70499 -3.38974 0.0 0.0 0.0 0.097
H -4.49425 2.42193 -0.91145 0.0 0.0 0.0 0.099
H -2.67498 1.19986 0.28813 0.0 0.0 0.0 0.109
Cl -1.25154 4.87515 4.75004 0.0 0.0 0.0 0.554
C -0.76094 3.88317 3.37117 0.0 -0.1 0.0 -0.702
C 0.07267 4.46397 2.41993 0.0 0.1 0.0 -0.207
C 0.44745 3.64409 1.35369 0.0 -0.1 0.0 -0.609
Cl 1.52637 4.30910 0.15175 0.0 0.0 0.0 0.657
C 0.04248 2.32871 1.20907 0.0 0.2 0.2 -0.354
O 0.48342 1.58746 0.19083 0.0 -0.2 -0.2 -0.206
C -0.83343 1.74985 2.20797 0.0 -0.2 -0.1 -0.204
C -1.26337 0.43821 2.11661 -0.1 0.2 0.2 -0.244
O -0.87960 -0.39178 1.13461 0.1 -0.1 -0.4 -0.267
C -1.21275 2.59492 3.29899 0.0 0.1 0.0 -0.108
H 0.41189 5.48477 2.49367 0.0 0.0 0.0 0.072
H -1.92384 0.00910 2.86572 0.0 0.0 0.0 0.101
H -1.85044 2.19879 4.07957 0.0 0.0 0.0 0.096
Cl -4.30004 -5.85432 1.47418 0.0 0.0 0.0 0.581
C -3.21233 -4.68156 0.75022 0.0 0.0 0.0 -0.689
C -1.93131 -4.53668 1.25222 0.0 0.0 0.0 -0.153
C -1.07909 -3.61377 0.67695 0.0 0.0 0.0 -0.574
Cl 0.52199 -3.44112 1.30260 0.0 0.0 0.0 0.733
C -1.45229 -2.79192 -0.41625 -0.1 0.0 0.1 -0.466
O -0.65977 -1.94514 -0.96804 0.1 0.0 0.0 -0.199
C -2.77609 -2.99791 -0.87234 0.0 0.0 0.0 -0.562
Cl -3.32975 -2.04626 -2.22059 0.0 0.0 0.0 0.705
C -3.64632 -3.91658 -0.31462 0.0 0.0 0.0 -0.163
H -1.59140 -5.13462 2.08606 0.0 0.0 0.0 0.095
H -4.64625 -4.02717 -0.70965 0.0 0.0 0.0 0.093
```
Positions in Å, forces in eV/Å.

Summary:
- Relative energy (zero: lowest compared OMol25 entry of this formula, charge and spin): 8.5 kcal/mol
- Charge: -2
- E_HOMO: -0.14 eV
- 2S+1: 1

=====

Q: Look up the 2S+1 of the third one.
A: 1

=====

Q: Look up the 2S+1 of the first one.
A: 1

=====

Q: 2S+1 of number 2 (C7H6O)?
A: 3

=====

What did the second record say?
Entry from OMol25: an isolated molecule of C7H6O at a distorted geometry (the ωB97M-V functional and the def2-TZVPD basis).

Structure (XYZ):
```
14
Properties=species:S:1:pos:R:3:forces:R:3:mulliken_spin:R:1
C -0.37749 1.46643 -1.20542 0.3 0.6 3.2 -0.018
C -0.24106 2.30627 -0.20320 -2.2 -1.5 -1.3 0.739
C 0.73656 -0.80194 -0.91124 -1.8 0.0 -0.8 0.023
C 0.47969 -1.09673 0.50926 0.7 -1.8 1.6 0.037
C 0.19355 0.24988 1.20958 -2.1 -1.5 0.2 0.005
C -0.36369 0.10778 -1.50972 0.7 -2.4 -4.5 0.688
C -0.84417 0.99703 0.38890 1.4 3.3 2.5 0.464
O 1.62186 -1.26213 -1.58130 -0.2 0.2 -0.1 0.057
H -0.46390 -1.80406 0.61789 1.9 1.4 -0.4 0.002
H 1.40601 -1.65146 0.89863 -1.5 0.7 -0.2 0.001
H -0.35972 -0.02487 2.14782 1.0 0.6 -0.4 0.016
H 1.06707 0.87638 1.36717 0.1 -0.3 0.2 -0.001
H -0.94604 -0.26937 -2.39559 1.1 0.3 0.6 0.017
H -1.90866 0.90678 0.66721 0.6 0.3 -0.5 -0.029
```
Positions in Å, forces in eV/Å.

Summary:
- Relative energy (zero: lowest compared OMol25 entry of this formula, charge and spin): 52.8 kcal/mol
- E_HOMO (alpha / beta): -6.55 / -9.43 eV
- 2S+1: 3